Formula: C4H10N4O3
Source: the Open Molecules 2025 dataset
Level of theory: ωB97M-V with the def2-TZVPD basis set

Results
- gap between HOMO and LUMO (alpha / beta) (eV) = 7.62 / 8.48
- DFT total energy (hartree) = -602.9592
- ΔE to the lowest compared entry with this formula, charge and spin (kcal per mole) = 0.0

Geometry as ORCA input:
```
! RIJCOSX wB97M-V def2-TZVPD def2/J DEFGRID3
* xyz 0 3
C 1.30214 1.43005 0.08735
C 1.66079 -1.32282 -0.74932
C -0.37557 -1.99747 0.33136
C 0.29907 0.29517 0.56344
N 0.74826 2.21566 -0.81927
N -0.63180 0.59447 1.41737
N 0.48797 -0.90848 0.07481
N -3.16588 0.56199 -0.56713
O 2.44269 1.53642 0.39825
O -2.52138 1.49257 -0.99091
O -2.88922 0.13811 0.67363
H 1.98799 -2.27546 -0.42415
H 1.34217 -1.43706 -1.78243
H 2.53333 -0.62937 -0.48218
H -0.68181 -2.48156 -0.58202
H 0.05209 -2.60334 1.07719
H -1.34695 -1.75245 0.87643
H -0.21553 2.48336 -0.84562
H 1.25766 2.91702 -1.21096
H -1.87766 0.38306 0.95389
H -0.40837 1.36014 2.00027
*
```

Löwdin population analysis, charges in e, atoms 1 to 2:
1 C -0.499
2 C 0.008